[1]
Density functional theory data (ωB97M-V/def2-TZVPD) for a molecular structure, C4H7NO.

XYZ file:
```
13
Properties=species:S:1:pos:R:3:nbo_charge:R:1
C -0.96 0.10 0.99 -0.76
C 0.07 -0.93 -0.48 0.15
C 0.44 -0.12 -1.62 -0.31
N 1.33 -0.49 -0.48 -0.41
C 0.73 0.62 0.68 0.40
O 0.74 1.78 0.30 -0.65
H -1.12 -0.80 1.61 0.21
H -1.74 0.21 0.23 0.23
H -1.07 0.97 1.64 0.26
H -0.42 -1.85 -0.20 0.23
H 0.66 -0.60 -2.57 0.22
H 0.12 0.93 -1.64 0.24
H 1.22 0.18 1.55 0.19
```

Its energy above the lowest of the compared OMol25 structures with the same formula, charge and spin is 141.1 kcal per mole. Its LUMO energy is 0.3 eV. The value obtained for the HOMO-LUMO gap is 9.33 eV.

***

[2]
Density functional theory data (ωB97M-V/def2-TZVPD) for C4H7NO in the gas phase.

XYZ file:
```
13
Properties=species:S:1:pos:R:3:nbo_charge:R:1
C 2.30 -0.61 0.03 -0.26
C 0.42 0.85 0.34 -0.02
C -1.12 1.11 -0.15 -0.54
C -1.72 -0.24 -0.11 0.28
H 2.20 -1.30 0.90 0.18
H 2.66 -1.04 -0.93 0.22
H 3.01 0.14 0.52 0.17
H 0.38 0.47 1.38 0.17
H 1.06 1.84 0.47 0.16
H -1.54 1.86 0.61 0.26
H -1.21 1.74 -1.11 0.26
N -2.02 -1.41 0.16 -0.32
O 1.04 -0.06 -0.45 -0.55
```

As for the SMILES: COCCC#N. Its energy above the lowest of the compared OMol25 structures with the same formula, charge and spin is 65.8 kcal per mole. Its LUMO energy is 0.9 eV. The value obtained for the HOMO-LUMO gap is 11.01 eV.

***

- Number 2 is which compound?
  C4H7NO

***

- Which of these has the highest HOMO-LUMO gap?
  number 2

***

- What is the energy above the lowest of the compared OMol25 structures with the same formula, charge and spin in the first record?
  141.1 kcal per mole

***

- Which value of energy above the lowest of the compared OMol25 structures with the same formula, charge and spin does entry 1 give?
  141.1 kcal per mole